Molecular formula: C38H52GeN4OS3V
Method: DFT, the ωB97M-V functional and the def2-TZVPD basis

Cartesian coordinates (Å):
V (-0.8271, 0.5970, 0.2572)
C (-5.1696, -0.7127, 3.0186)
C (-5.0617, 0.8012, 3.0933)
N (-4.9229, 1.4277, 1.7688)
C (-6.1849, 1.8962, 1.1559)
C (-6.5115, 3.3210, 1.5735)
C (-3.7755, 1.6368, 1.1660)
S (-2.3164, 1.0479, 1.9734)
N (-3.8075, 2.3687, 0.0327)
C (-2.8715, 2.4117, -0.8668)
O (-1.8226, 1.6201, -0.8804)
C (-3.0006, 3.3598, -1.9788)
C (-2.0485, 3.3591, -3.0005)
C (-2.1652, 4.2456, -4.0562)
C (-3.2308, 5.1359, -4.0934)
C (-4.1803, 5.1400, -3.0786)
C (-4.0711, 4.2534, -2.0243)
H (-5.3716, -1.1138, 4.0108)
H (-4.2350, -1.1463, 2.6618)
H (-5.9802, -1.0199, 2.3562)
H (-4.2264, 1.1007, 3.7215)
H (-5.9641, 1.2272, 3.5293)
H (-6.9596, 1.2069, 1.4907)
H (-6.0997, 1.8122, 0.0769)
H (-6.5917, 3.4069, 2.6578)
H (-7.4658, 3.6197, 1.1419)
H (-5.7405, 4.0082, 1.2270)
H (-1.2256, 2.6586, -2.9623)
H (-1.4311, 4.2435, -4.8502)
H (-3.3230, 5.8288, -4.9194)
H (-5.0075, 5.8355, -3.1145)
H (-4.8059, 4.2420, -1.2317)
S (0.8611, -0.0379, -1.3564)
C (2.2813, -0.1055, -0.4390)
N (3.4683, -0.0498, -0.9839)
C (4.6611, -0.3311, -0.1598)
C (4.3099, -1.3630, 0.8730)
N (3.1603, -0.8898, 1.6625)
C (3.2431, -1.1142, 3.1227)
C (4.3470, -0.2704, 3.7100)
C (5.4652, -0.8707, 4.2731)
C (6.4831, -0.0874, 4.8021)
C (6.3872, 1.2946, 4.7589)
C (5.2695, 1.8993, 4.1942)
C (4.2503, 1.1192, 3.6729)
C (2.2005, -0.2497, 1.0637)
S (0.8977, 0.4673, 1.8984)
C (3.6689, 0.2384, -2.4280)
C (4.9727, 0.9454, -2.6683)
C (5.1374, 2.2595, -2.2386)
C (6.3436, 2.9105, -2.4401)
C (7.3876, 2.2536, -3.0808)
C (7.2237, 0.9489, -3.5215)
C (6.0174, 0.2937, -3.3124)
H (5.0209, 0.5925, 0.2976)
H (5.4409, -0.7044, -0.8196)
H (5.1447, -1.5021, 1.5567)
H (4.0601, -2.3243, 0.4177)
H (3.4496, -2.1753, 3.2661)
H (2.2737, -0.8862, 3.5567)
H (5.5367, -1.9520, 4.3175)
H (7.3475, -0.5587, 5.2498)
H (7.1790, 1.9041, 5.1731)
H (5.1885, 2.9778, 4.1741)
H (3.3681, 1.5928, 3.2543)
H (2.8222, 0.8432, -2.7484)
H (3.6266, -0.7096, -2.9687)
H (4.3156, 2.7790, -1.7561)
H (6.4677, 3.9335, -2.1111)
H (8.3264, 2.7650, -3.2454)
H (8.0313, 0.4420, -4.0321)
H (5.8858, -0.7229, -3.6666)
C (-1.7012, -6.6125, 0.7893)
C (-1.6555, -5.1967, 0.2306)
C (-0.3374, -4.4907, 0.5327)
C (-0.2083, -3.1112, -0.1268)
Ge (-1.6444, -1.9166, 0.4612)
C (-3.3825, -2.0308, -0.4415)
C (-3.5961, -1.1322, -1.6604)
C (-2.5063, -1.2421, -2.7225)
C (-2.4087, -2.6250, -3.3568)
H (-2.6540, -7.0944, 0.5752)
H (-1.5630, -6.6098, 1.8719)
H (-0.9112, -7.2241, 0.3508)
H (-2.4847, -4.6185, 0.6566)
H (-1.8113, -5.2203, -0.8530)
H (0.4903, -5.1200, 0.1912)
H (-0.2261, -4.3953, 1.6176)
H (-0.2426, -3.1859, -1.2163)
H (0.7438, -2.6471, 0.1368)
H (-1.7826, -2.0767, 1.9859)
H (-4.1365, -1.8388, 0.3218)
H (-3.4703, -3.0841, -0.7184)
H (-3.6845, -0.0939, -1.3344)
H (-4.5578, -1.3904, -2.1138)
H (-1.5378, -0.9722, -2.2773)
H (-2.6958, -0.4986, -3.4996)
H (-2.1614, -3.3960, -2.6243)
H (-1.6432, -2.6500, -4.1323)
H (-3.3581, -2.9005, -3.8186)

Computed properties:
Energy above the lowest of the compared OMol25 structures with the same formula, charge and spin: 0.000 eV
Net charge: +2
Spin multiplicity: 2
Orbital gap (spin up / spin down): 6.799 / 6.774 eV


Molecular formula: C38H52N2O8
Method: DFT, the ωB97M-V functional and the def2-TZVPD basis

Cartesian coordinates (Å):
C (3.2438, -6.5900, -2.0200)
C (1.8644, -6.2745, -1.5323)
O (1.6651, -4.8582, -1.7937)
C (0.5097, -4.4403, -1.2612)
C (0.2314, -2.9447, -1.1931)
C (-1.2612, -2.7067, -1.4623)
C (-1.6612, -3.3019, -2.8121)
C (-3.1612, -3.2180, -3.0857)
C (-3.9744, -3.8246, -1.9420)
C (-3.6020, -3.2146, -0.5878)
C (-2.1026, -3.2703, -0.3243)
C (1.0145, -2.0664, -2.1414)
O (0.5260, -1.0967, -2.7146)
O (2.3237, -2.3337, -2.2357)
C (3.0698, -1.2480, -2.8399)
C (4.5001, -1.6975, -2.8177)
O (-0.2607, -5.2754, -0.7801)
H (3.3921, -7.6724, -2.0136)
H (3.4041, -6.2221, -3.0380)
H (4.0010, -6.1478, -1.3639)
H (1.0909, -6.8353, -2.0714)
H (1.7641, -6.4598, -0.4544)
H (-1.4141, -1.6195, -1.5006)
H (-1.0911, -2.7913, -3.5976)
H (-1.3645, -4.3585, -2.8034)
H (-3.4447, -2.1667, -3.2237)
H (-3.3764, -3.7366, -4.0262)
H (-5.0453, -3.6925, -2.1325)
H (-3.7877, -4.9065, -1.9055)
H (-3.9292, -2.1680, -0.5559)
H (-4.1207, -3.7409, 0.2203)
H (-1.7957, -4.3171, -0.2112)
H (-1.8384, -2.7482, 0.6071)
H (2.6943, -1.0977, -3.8578)
H (2.9171, -0.3356, -2.2482)
H (5.1550, -0.8713, -3.0997)
H (4.7951, -2.0523, -1.8245)
H (4.6527, -2.5102, -3.5354)
C (-1.4549, 7.5653, 2.4021)
O (-1.4378, 7.6524, 0.9628)
C (-0.7760, 6.6989, 0.2557)
C (-0.0771, 5.6148, 0.7934)
C (0.0852, 4.4544, 0.0353)
C (0.4590, 3.1538, 0.7032)
C (-0.7976, 2.3224, 1.0267)
C (-1.6519, 3.0109, 2.0975)
O (-2.3833, 3.9887, 1.9533)
N (-1.5143, 2.2828, 3.2472)
C (-2.0126, 2.7786, 4.5122)
C (-0.6087, 1.1466, 3.1331)
C (0.7533, 1.4935, 3.7570)
C (-1.1985, -0.0935, 3.8175)
N (-0.5271, 1.0293, 1.6630)
C (-0.0688, -0.0253, 0.9643)
C (0.6804, -1.0602, 1.5363)
C (1.0952, -2.2110, 0.9210)
C (2.1983, -2.9641, 1.4473)
C (3.0768, -3.6720, 0.5789)
C (4.1314, -4.4416, 1.0563)
C (4.4131, -4.4676, 2.4300)
C (3.6243, -3.7111, 3.3078)
C (2.5309, -2.9888, 2.8368)
C (-0.1621, 4.4784, -1.3368)
C (-0.7937, 5.5843, -1.9158)
O (-1.3815, 5.6105, -3.1413)
C (-1.2439, 4.4448, -3.9779)
C (-1.0096, 6.7450, -1.1380)
O (-1.6826, 7.8046, -1.6743)
C (-3.1429, 7.7573, -1.6567)
H (-2.0279, 8.4380, 2.7181)
H (-1.9515, 6.6403, 2.7293)
H (-0.4344, 7.6132, 2.8079)
H (0.2296, 5.6330, 1.8441)
H (1.1020, 2.5477, 0.0458)
H (1.0039, 3.3430, 1.6422)
H (-1.4003, 2.1794, 0.1135)
H (-2.7367, 3.5750, 4.3183)
H (-2.5027, 1.9665, 5.0570)
H (-1.1995, 3.1755, 5.1386)
H (1.0215, 2.5400, 3.5624)
H (0.6969, 1.3468, 4.8436)
H (1.5431, 0.8488, 3.3578)
H (-2.1527, -0.3635, 3.3484)
H (-0.5142, -0.9414, 3.7456)
H (-1.3619, 0.1235, 4.8797)
H (-0.2207, 0.0162, -0.1205)
H (1.0169, -0.8769, 2.5606)
H (0.5384, -2.6138, -0.0613)
H (2.9314, -3.5532, -0.4928)
H (4.7389, -5.0099, 0.3507)
H (5.2463, -5.0627, 2.8050)
H (3.8626, -3.6898, 4.3726)
H (1.9006, -2.4387, 3.5388)
H (0.0617, 3.5943, -1.9436)
H (-1.7626, 4.7055, -4.9003)
H (-0.1851, 4.2308, -4.1827)
H (-1.7158, 3.5684, -3.5099)
H (-3.4477, 8.6975, -2.1151)
H (-3.4886, 6.9034, -2.2492)
H (-3.4983, 7.6921, -0.6224)

Computed properties:
Energy above the lowest of the compared OMol25 structures with the same formula, charge and spin: 1.109 eV
Orbital gap: 5.121 eV


Molecular formula: C38H52N3OP2Pt
Method: DFT, the ωB97M-V functional and the def2-TZVPD basis

Cartesian coordinates (Å):
C (-2.7500, -0.1504, -2.0081)
C (-3.0244, 1.1831, -0.1376)
C (-3.9759, 0.2903, -2.4889)
C (-4.1046, 1.9144, -0.7149)
C (-4.5798, 1.4016, -1.9232)
H (-4.4959, -0.2927, -3.2339)
H (-4.6704, 2.6070, -0.1117)
H (-5.5570, 1.7300, -2.2674)
N (-2.1598, 0.5644, -1.0239)
P (-0.2156, -1.1044, -2.2450)
P (-1.0306, 1.0693, 1.9906)
C (-2.0738, -1.3699, -2.5538)
H (-2.3828, -2.3354, -2.1308)
H (-2.2997, -1.3925, -3.6175)
C (1.4677, -0.3635, 0.3346)
O (2.5775, -0.4273, 0.6662)
C (-2.9063, 0.7096, 1.3480)
H (-3.5984, 1.2266, 1.9801)
C (-1.3662, 0.5634, 3.8645)
C (0.2000, 2.7360, 1.9234)
C (0.3927, -2.8732, -2.2764)
C (0.1892, -0.0457, -3.8210)
C (-0.6862, -0.8146, 3.9439)
H (0.3939, -0.7791, 3.7424)
H (-0.8392, -1.2198, 4.9510)
H (-1.1222, -1.5187, 3.2241)
C (-0.7876, 1.5176, 4.9172)
H (0.2900, 1.6566, 4.9166)
H (-1.2620, 2.5071, 4.8946)
H (-1.0499, 1.0844, 5.8963)
C (-2.8507, 0.4431, 4.2836)
H (-2.9053, -0.0461, 5.2609)
H (-3.3647, 1.4172, 4.3581)
H (-3.4632, -0.1712, 3.6039)
C (1.5606, 2.4327, 2.5852)
H (2.1761, 1.7628, 1.9851)
H (2.1179, 3.3780, 2.6962)
H (1.4548, 1.9888, 3.5713)
C (0.4238, 3.1319, 0.4636)
H (0.9143, 2.3303, -0.1161)
H (-0.5127, 3.4110, -0.0368)
H (1.1363, 3.9795, 0.4194)
C (-0.4845, 3.9028, 2.6374)
H (-0.5063, 3.7565, 3.7248)
H (0.1282, 4.8006, 2.4638)
H (-1.4976, 4.0891, 2.2590)
C (1.6217, -0.3271, -4.2837)
H (1.8350, 0.3542, -5.1221)
H (2.3468, -0.1233, -3.4908)
H (1.7401, -1.3529, -4.6565)
C (0.0787, 1.4201, -3.4016)
H (-0.9270, 1.6883, -3.0634)
H (0.7963, 1.6577, -2.6083)
H (0.3049, 2.0596, -4.2634)
C (-0.7666, -0.2794, -5.0068)
H (-0.2743, 0.1162, -5.9088)
H (-0.9647, -1.3401, -5.2077)
H (-1.7169, 0.2650, -4.9154)
C (-0.2215, -3.6249, -1.0866)
H (-1.3138, -3.6843, -1.1136)
H (0.1653, -4.6480, -1.1101)
H (0.0615, -3.1686, -0.1322)
C (1.9138, -2.8582, -2.1124)
H (2.2197, -2.3144, -1.2137)
H (2.2330, -3.9006, -2.0273)
H (2.4264, -2.4141, -2.9687)
C (-0.0436, -3.5029, -3.5988)
H (-1.1188, -3.4202, -3.7939)
H (0.4771, -3.0872, -4.4667)
H (0.1943, -4.5701, -3.5408)
Pt (-0.3207, -0.1467, -0.0945)
N (-1.8363, -1.2384, 0.7893)
C (-2.8529, -0.7634, 1.3966)
C (-3.9352, -1.7721, 1.9300)
C (-3.4172, -3.0310, 2.1903)
C (-5.2951, -1.4710, 2.0848)
C (-4.2669, -4.0613, 2.6109)
H (-2.3374, -3.1730, 2.0875)
C (-6.1497, -2.5038, 2.4383)
H (-5.6261, -0.4590, 1.9415)
C (-5.6519, -3.8005, 2.6902)
H (-3.8173, -5.0276, 2.8747)
H (-7.2029, -2.2875, 2.5623)
H (-6.3120, -4.6280, 2.9880)
N (2.6641, 1.4261, -1.5888)
C (3.8162, 1.4775, -1.4593)
C (5.2478, 1.5552, -1.3804)
C (5.9677, 2.0604, -2.4768)
C (7.3439, 2.2797, -2.3747)
C (8.0324, 1.8734, -1.2247)
C (7.3340, 1.2687, -0.1732)
C (5.9396, 1.1681, -0.2184)
H (5.4373, 2.3190, -3.4010)
H (7.8829, 2.7544, -3.2062)
H (9.1142, 2.0001, -1.1641)
H (7.8879, 0.8901, 0.6903)
H (5.3833, 0.7908, 0.6366)

Computed properties:
Energy above the lowest of the compared OMol25 structures with the same formula, charge and spin: 1.822 eV
Net charge: +1
Spin multiplicity: 3
Orbital gap (spin up / spin down): 4.895 / 6.707 eV


Molecular formula: C38H53F9GaO28
Method: DFT, the ωB97M-V functional and the def2-TZVPD basis

Cartesian coordinates (Å):
C (5.1886, 2.4935, 2.9193)
C (3.8210, 1.8904, 2.6790)
C (3.8368, 0.8843, 1.5222)
C (2.6983, 2.9336, 2.5343)
C (3.0698, 4.2443, 1.8305)
Ga (1.7699, 4.8006, 0.3529)
O (-0.0584, 4.6318, 0.8213)
C (-0.4437, 4.8752, 2.1370)
C (-1.9674, 4.7388, 2.2064)
C (-2.4851, 5.2793, 3.5535)
C (-2.4919, 3.3110, 1.9991)
C (-2.2334, 2.8000, 0.5933)
C (-2.0369, 2.2721, 3.0221)
H (5.1173, 3.3618, 3.5600)
H (5.5805, 2.8564, 1.9750)
H (5.9046, 1.7712, 3.2929)
H (3.5847, 1.3003, 3.5636)
H (2.8141, 0.7309, 1.2015)
H (4.4741, 1.2021, 0.7072)
H (4.1881, -0.0776, 1.8858)
H (1.8675, 2.4590, 2.0195)
H (2.3310, 3.1629, 3.5253)
H (3.0650, 5.0407, 2.5673)
H (4.0482, 4.2292, 1.3664)
H (2.1547, 6.2800, -0.1824)
H (1.9759, 3.7139, -0.8527)
H (-0.1999, 5.8972, 2.4628)
H (0.0186, 4.2080, 2.8710)
H (-2.3418, 5.3864, 1.4198)
H (-1.8286, 4.9186, 4.3359)
H (-2.5232, 6.3585, 3.5585)
H (-3.4648, 4.8543, 3.7407)
H (-3.5764, 3.3646, 2.1039)
H (-2.4620, 3.5493, -0.1563)
H (-1.1848, 2.5615, 0.4785)
H (-2.7964, 1.8904, 0.3997)
H (-2.6466, 2.3454, 3.9155)
H (-1.0045, 2.3707, 3.3227)
H (-2.1393, 1.2934, 2.5741)
C (-0.3418, 2.1874, -2.4899)
C (-0.1013, 0.8865, -1.7771)
O (0.2388, 0.0093, -2.8516)
C (0.7974, 0.7807, -3.8264)
O (1.4223, 0.3583, -4.7475)
O (0.5588, 2.0813, -3.6044)
F (-1.2189, 0.4094, -1.1754)
H (-1.3665, 2.2642, -2.8589)
H (-0.1103, 3.0493, -1.8731)
H (0.7152, 0.9134, -1.0547)
C (-1.2916, -1.7315, -5.0980)
C (-2.2706, -0.5802, -5.1389)
O (-3.3083, -1.1042, -5.9618)
C (-3.3096, -2.4544, -5.8079)
O (-4.1944, -3.1734, -6.1388)
O (-2.1632, -2.8670, -5.2237)
F (-1.7369, 0.5142, -5.7444)
H (-0.6087, -1.7006, -5.9477)
H (-0.7170, -1.7802, -4.1787)
H (-2.6921, -0.2877, -4.1797)
C (4.6498, -0.5328, -5.6086)
C (5.1888, -0.4979, -4.1980)
O (6.4263, -1.1931, -4.3396)
C (6.8541, -1.0229, -5.6177)
O (7.9498, -1.2592, -6.0043)
O (5.8496, -0.5507, -6.3965)
F (4.3965, -1.1799, -3.3387)
H (4.0892, -1.4511, -5.7863)
H (4.0253, 0.3186, -5.8645)
H (5.3624, 0.4941, -3.7837)
C (1.2230, -1.9887, 4.9291)
C (1.0429, -1.7811, 6.4153)
O (1.0200, -0.3737, 6.5286)
C (0.5529, 0.1272, 5.3415)
O (0.1932, 1.2361, 5.1665)
O (0.5673, -0.8417, 4.3885)
F (2.0859, -2.2726, 7.1332)
H (2.2779, -1.9732, 4.6492)
H (0.7638, -2.9037, 4.5630)
H (0.1152, -2.1902, 6.8197)
C (4.8149, 4.3366, -4.4250)
C (3.7262, 4.6790, -3.4317)
O (3.5607, 3.4599, -2.7343)
C (4.7423, 2.7970, -2.7762)
O (5.0243, 1.8698, -2.0944)
O (5.5619, 3.3405, -3.7169)
F (2.5681, 5.0087, -4.0494)
H (4.3982, 3.9025, -5.3350)
H (5.4472, 5.1815, -4.6840)
H (3.9863, 5.4644, -2.7206)
C (-4.5395, -3.9416, -0.9873)
C (-3.0373, -3.9477, -1.1480)
O (-2.8317, -2.9346, -2.1154)
C (-3.8557, -2.0473, -1.9996)
O (-3.8536, -0.9588, -2.4687)
O (-4.8568, -2.5701, -1.2575)
F (-2.5726, -5.1246, -1.6323)
H (-5.0223, -4.5814, -1.7270)
H (-4.8676, -4.2251, 0.0087)
H (-2.4828, -3.6979, -0.2420)
C (-5.8293, 1.8074, -1.5874)
C (-6.3747, 3.0342, -0.8949)
O (-6.6546, 2.5510, 0.4058)
C (-5.7933, 1.5190, 0.6472)
O (-5.5796, 1.0560, 1.7141)
O (-5.2134, 1.1028, -0.5064)
F (-7.5270, 3.4725, -1.4662)
H (-6.6290, 1.1990, -2.0124)
H (-5.1003, 2.0359, -2.3603)
H (-5.6732, 3.8667, -0.8266)
C (0.4978, -5.6069, -0.7371)
C (1.7762, -6.1418, -0.1354)
O (1.7170, -5.6480, 1.1953)
C (0.4055, -5.4936, 1.5162)
O (-0.0071, -5.3319, 2.6167)
O (-0.3668, -5.5587, 0.4081)
F (2.8767, -5.6504, -0.7456)
H (0.6284, -4.5994, -1.1337)
H (0.0819, -6.2458, -1.5104)
H (1.8426, -7.2306, -0.1087)
C (-2.2602, -7.0280, 4.4759)
C (-2.4862, -7.8710, 5.7077)
O (-3.6259, -8.6357, 5.3517)
C (-3.6263, -8.7616, 3.9922)
O (-4.2870, -9.5344, 3.3868)
O (-2.7545, -7.8849, 3.4375)
F (-2.7751, -7.1214, 6.7987)
H (-2.8497, -6.1113, 4.5036)
H (-1.2175, -6.7754, 4.3073)
H (-1.6646, -8.5462, 5.9518)

Computed properties:
Net charge: -1
Orbital gap: 6.366 eV


- What is the formula in the fourth record?
  C38H53F9GaO28